C11H30ClGaINOP2 | ωB97M-V/def2-TZVPD

```
48
Properties=species:S:1:pos:R:3:forces:R:3:lowdin_charge:R:1
C 0.3171 -0.2315 -3.3130 1.321 -0.234 -0.756 -0.38
I -2.3414 -0.5262 -1.8387 -1.473 -0.061 0.429 0.96
H 1.4226 -0.2990 -3.3626 -0.563 0.323 -0.801 -0.01
H -0.0620 0.7023 -3.7559 0.267 -0.442 -0.154 0.00
H -0.0898 -1.1055 -3.8627 0.003 0.643 0.491 0.01
Ga 0.1504 -0.0863 -1.3703 1.398 0.397 0.417 -0.38
P 0.1249 2.4326 -1.1327 0.529 1.621 -0.437 0.84
C -1.4150 3.4072 -1.0152 -0.176 -0.455 0.526 -0.21
C 1.3225 3.0192 0.1047 -0.006 -0.341 0.380 -0.22
H 1.6077 4.0541 -0.1429 -0.178 -0.308 0.071 0.08
H 0.8106 4.2448 -2.5009 0.027 -0.323 -0.125 0.08
H 2.2145 2.3725 0.0767 -0.341 0.276 -0.059 0.03
H 1.7369 2.7520 -2.9361 -0.282 0.191 -0.055 0.07
H -1.8170 3.3978 0.0051 -0.013 0.056 -0.282 0.06
H 0.8966 2.9747 1.1165 0.105 0.060 -0.292 0.06
C 0.7479 3.1628 -2.6919 0.219 -0.773 -0.008 -0.21
H -1.1660 4.4386 -1.3142 -0.078 -0.368 0.168 0.08
H 0.0368 2.9538 -3.5010 0.269 0.168 0.136 0.06
H -2.1553 2.9965 -1.7128 0.119 0.154 0.159 0.05
P 0.1747 -2.5355 -0.7860 -0.772 -1.294 -0.555 0.81
C -1.3719 -3.4503 -0.4936 -0.228 0.049 0.473 -0.27
C 0.6585 -3.3745 -2.3120 0.461 0.560 -0.129 -0.20
H 2.3053 -2.2908 0.3083 -0.466 -0.393 -0.002 0.01
H 1.6870 -3.9843 0.3436 -0.204 0.282 0.034 0.09
H 1.0329 -2.7306 1.4781 0.052 -0.159 -0.428 0.07
C 1.4119 -2.9224 0.4609 0.337 0.351 0.591 -0.22
H 1.6286 -3.0130 -2.6653 -0.142 -0.161 -0.047 0.08
H 0.7172 -4.4305 -2.0191 0.083 0.121 -0.172 0.08
H -1.1345 -4.5223 -0.6103 -0.142 0.366 0.272 0.08
H -2.1083 -3.1607 -1.2639 0.425 -0.326 0.401 -0.01
H -0.1018 -3.2380 -3.0869 0.142 -0.070 0.172 0.07
H -1.7886 -3.2416 0.5026 0.060 -0.212 -0.316 0.06
Cl 2.4927 -0.1664 -1.0174 -0.574 0.281 0.190 0.31
C -0.9372 0.2160 4.2798 -1.035 0.077 1.050 -0.03
N -0.0832 0.1414 3.1173 -1.193 -0.099 -1.419 -0.13
C 1.3346 0.1586 3.3472 1.486 0.070 0.791 -0.02
C -0.6175 0.0819 1.8870 1.170 0.191 0.657 -0.43
C -2.0982 0.1368 1.7088 0.097 -0.222 0.031 0.00
O 0.1629 0.0140 0.8891 -0.405 -0.063 -0.480 -0.20
H -0.3036 0.2313 5.1656 -0.115 -0.012 -0.064 0.10
H -1.6251 -0.6497 4.3632 0.537 0.362 -0.050 0.12
H -1.5661 1.1285 4.2954 0.494 -0.372 -0.036 0.12
H 1.6295 -0.6675 4.0349 -0.286 0.426 -0.546 0.12
H 1.9001 0.0713 2.4140 -0.280 0.032 0.239 0.09
H 1.6355 1.0971 3.8719 -0.304 -0.551 -0.472 0.12
H -2.3338 1.0042 1.0901 -0.095 -0.114 -0.033 0.08
H -2.4243 -0.7735 1.1941 -0.022 0.247 0.035 0.06
H -2.6192 0.2095 2.6501 -0.229 0.052 0.007 0.08
```
Forces are in eV/Å.

Properties
**HOMO-LUMO gap (spin up / spin down)**: 4.42 / 3.66 eV
**Strongest force on any atom**: 1.9 eV/Å
**Total charge**: +2
**2S+1**: 1